162
Properties=species:S:1:pos:R:3:forces:R:3:lowdin_charge:R:1 method="wB97M-V/def2-TZVPD" homo_lumo_gap_ev=8.85 e_tot_ev=-74989.009 max_force_ev_per_a=2.53
C 20.117049 14.597265 18.193982 -0.877 0.270 1.335 -0.084
O 19.228368 13.779821 18.952588 0.207 -0.068 -0.451 -0.207
C 18.199324 13.207953 18.132716 0.770 0.167 0.343 -0.228
C 18.553763 11.773457 17.722734 0.433 1.546 0.946 -0.420
C 17.459198 11.225397 16.854921 -0.801 -0.236 0.127 -0.062
N 18.616572 11.124205 19.067503 0.312 -1.093 -1.675 0.046
H 20.450639 14.072264 17.305624 0.550 0.028 -0.091 0.083
H 20.892203 14.920200 18.917597 -0.098 -0.304 -0.854 0.105
H 19.533978 15.482940 17.903305 0.378 0.102 -0.257 0.061
H 17.346850 13.177914 18.807039 -0.362 -0.210 -0.308 0.111
H 18.022447 13.865860 17.283653 -0.204 0.096 -0.261 0.096
H 19.540294 11.799214 17.149979 -0.956 -0.216 0.692 0.153
H 16.466102 11.266102 17.343514 0.464 0.203 -0.086 0.073
H 17.646567 10.184414 16.669346 0.082 -0.672 -0.298 0.073
H 17.377753 11.730377 15.886275 0.172 0.022 0.172 0.070
H 18.763927 10.116724 18.881250 0.199 0.726 0.653 0.084
H 19.418423 11.536489 19.549133 -0.257 -0.460 -0.034 0.073
C 14.251889 12.950568 18.979388 -0.653 -0.197 -0.100 -0.094
O 14.329962 11.617205 18.537100 1.058 -0.338 0.041 -0.228
C 13.344145 10.811426 19.146384 -0.538 1.255 -0.380 -0.238
C 13.589090 9.364711 18.889273 0.726 -1.854 0.334 -0.393
C 12.609271 8.494701 19.776170 1.564 0.243 0.274 -0.052
N 15.027711 9.073297 19.233058 -0.851 -0.410 -0.031 0.045
H 14.171487 13.069827 20.071296 0.145 -0.328 -0.119 0.102
H 13.314116 13.306670 18.545281 0.115 0.856 -0.012 0.084
H 15.135431 13.496874 18.651982 -0.214 -0.030 -0.240 0.069
H 13.449380 10.959071 20.227831 -0.453 0.026 0.136 0.128
H 12.378029 11.214802 18.766920 0.009 -0.583 0.552 0.130
H 13.485293 9.014853 17.837351 -0.184 0.687 0.507 0.131
H 11.568585 8.640892 19.524775 -0.233 0.346 -0.039 0.066
H 12.792707 8.720126 20.857950 -0.320 0.013 -0.801 0.084
H 12.806284 7.420635 19.669892 0.173 0.288 -0.207 0.072
H 15.154003 9.116576 20.235688 -0.129 -0.116 0.259 0.062
H 15.631723 9.809546 18.884883 -0.197 0.065 -0.227 0.035
C 13.059023 15.963950 19.959129 0.579 1.337 0.250 -0.087
O 14.486522 15.911149 19.958239 -0.510 0.197 -0.243 -0.177
C 14.977001 16.356958 18.718967 -0.659 1.679 -0.347 -0.251
C 16.472019 16.336641 18.674508 0.227 1.354 -1.866 -0.372
C 17.001812 17.208939 19.770887 0.231 -0.292 -0.065 -0.045
N 16.924591 16.806607 17.262009 -0.783 -0.110 1.463 0.067
H 12.752767 15.610199 20.915319 -0.328 -0.256 0.738 0.083
H 12.594522 15.372154 19.197648 -0.041 -0.572 -0.683 0.060
H 12.693829 17.007998 19.823118 0.306 -0.471 0.124 0.104
H 14.562374 15.757466 17.947613 -0.381 -0.743 -1.021 0.091
H 14.636752 17.425588 18.478369 0.230 -1.012 0.498 0.156
H 16.790874 15.318405 18.750708 0.478 -0.567 0.211 0.102
H 16.656954 16.755801 20.686040 0.389 0.033 0.647 0.084
H 16.597220 18.207178 19.732432 -0.407 0.419 -0.199 0.083
H 18.072331 17.320365 19.689991 0.454 -0.244 0.389 0.077
H 17.917645 16.628688 17.213296 0.200 -0.045 -0.111 0.047
H 16.835116 17.829521 17.196698 -0.068 -0.481 0.183 0.092
C 13.366060 17.589585 7.928930 2.248 -0.883 0.745 -0.044
O 14.412454 16.844371 8.665844 0.304 0.719 -0.710 -0.267
C 15.689353 16.956282 7.999614 -0.271 1.779 -0.854 -0.222
C 16.808657 16.240753 8.729922 0.837 -0.001 0.424 -0.388
C 16.795844 16.714534 10.180386 -0.903 -0.597 0.565 -0.070
N 18.197718 16.510198 8.120262 -1.487 -0.677 0.832 0.049
H 13.454407 17.232199 6.909504 -0.563 0.013 -0.392 0.078
H 13.609679 18.679139 7.927356 -0.631 -0.726 0.295 0.082
H 12.465555 17.246614 8.429992 -0.262 0.625 -0.266 0.084
H 15.586764 16.545932 6.983031 0.061 0.119 0.062 0.123
H 15.960251 18.059237 7.889011 -0.235 -1.087 0.101 0.137
H 16.505847 15.180105 8.670648 0.539 0.111 0.251 0.139
H 17.228924 16.010077 10.906776 0.085 0.013 -0.395 0.076
H 15.726090 16.817323 10.453687 0.649 0.026 0.104 0.056
H 17.285176 17.674245 10.333420 0.026 0.195 -0.281 0.064
H 18.853468 16.546473 8.914190 -0.396 -0.019 -0.583 0.057
H 18.468576 15.693744 7.571275 -0.022 0.317 0.067 0.062
C 12.349834 14.000686 8.274638 -1.695 0.496 0.614 -0.090
O 12.228132 13.352570 9.516938 0.945 -1.452 -0.312 -0.183
C 12.200613 14.214486 10.607730 -0.162 0.333 -0.274 -0.226
C 13.529916 14.639955 11.192997 0.376 -0.461 -0.810 -0.431
C 14.214686 13.384264 11.742554 0.483 0.366 1.311 -0.033
N 13.263030 15.627565 12.233894 -0.979 -1.449 -0.556 0.086
H 13.241924 14.629320 8.240820 0.139 -0.316 -0.593 0.075
H 11.460544 14.636703 8.310708 0.082 0.819 -0.700 0.079
H 12.101674 13.308948 7.453138 0.979 0.065 0.367 0.100
H 11.601513 15.089975 10.326987 -0.165 0.166 0.310 0.123
H 11.734105 13.635868 11.377776 -0.733 -0.045 0.652 0.109
H 14.201120 15.038990 10.413379 -0.303 0.010 -0.038 0.111
H 14.238132 12.604810 10.985738 0.009 -0.011 -0.066 0.083
H 13.678039 12.990567 12.643617 0.243 0.297 -0.718 0.071
H 15.264863 13.598643 12.073256 -0.731 -0.142 -0.323 0.076
H 12.903329 16.497504 11.879319 0.330 0.299 -0.098 0.082
H 14.120591 15.690750 12.701079 1.196 1.031 1.301 0.033
C 7.167916 15.416730 15.419952 0.412 0.320 0.222 -0.094
O 8.482498 15.843496 15.850304 -1.053 0.203 -0.440 -0.204
C 9.546158 15.107731 15.281871 -0.772 -0.221 -0.698 -0.224
C 10.867828 15.605819 15.826225 0.810 -2.111 0.510 -0.454
C 11.031170 17.055476 15.657806 0.795 0.686 -0.150 -0.062
N 11.947940 14.789587 15.206379 -0.644 0.271 -1.232 0.047
H 7.002582 15.393257 14.303190 0.529 0.045 1.004 0.098
H 6.463774 16.133342 15.864088 0.245 -0.111 -0.245 0.082
H 6.929306 14.438866 15.860853 0.143 -0.015 -0.306 0.083
H 9.395502 14.057999 15.539259 0.240 -0.245 -0.189 0.111
H 9.490850 15.222700 14.161360 0.317 -0.152 0.694 0.141
H 10.925434 15.317200 16.876416 -0.294 0.154 0.301 0.133
H 12.050281 17.339788 15.925470 0.095 0.054 -0.111 0.076
H 10.373261 17.609482 16.310713 -0.488 0.304 -0.263 0.080
H 10.890227 17.213860 14.590340 -0.161 0.791 -0.048 0.088
H 11.994680 15.001357 14.187724 0.207 -0.129 0.856 0.061
H 12.875117 14.983306 15.581071 -0.242 0.292 -0.003 0.051
C 16.428141 18.332841 13.638685 -0.983 0.254 0.001 -0.108
O 16.646207 19.393010 12.727109 0.582 -0.308 0.257 -0.213
C 15.517577 19.566268 11.897520 -0.391 0.554 0.548 -0.212
C 15.842403 20.591571 10.817492 -0.348 0.819 -0.661 -0.419
C 15.821936 22.022673 11.402552 1.345 -0.570 0.487 -0.058
N 14.815601 20.528634 9.758819 -0.583 -0.915 0.145 0.034
H 15.982969 17.438945 13.177047 0.207 0.142 -0.189 0.068
H 15.708999 18.654889 14.396179 -0.089 -0.032 0.197 0.092
H 17.333959 18.047091 14.138787 0.644 0.043 0.072 0.066
H 15.346973 18.571878 11.489692 -0.807 0.111 -0.348 0.086
H 14.641897 19.958291 12.525055 0.805 -0.734 -0.897 0.155
H 16.802467 20.364732 10.314781 0.087 0.128 0.876 0.137
H 14.857335 22.268131 11.853780 -0.066 -0.023 -0.449 0.078
H 16.124140 22.703819 10.603616 -0.325 0.248 0.189 0.072
H 16.572360 22.138506 12.227006 -0.465 -0.255 -0.729 0.086
H 14.813180 21.286999 9.085659 0.360 0.039 0.337 0.072
H 14.902848 19.651379 9.238799 -0.030 0.412 0.253 0.034
C 20.730212 15.759985 12.514129 -0.542 -0.322 0.616 -0.133
O 21.380302 16.989842 12.468023 -0.692 0.707 0.508 -0.165
C 20.624138 17.945471 13.227795 1.925 1.194 0.356 -0.205
C 20.600270 19.286216 12.488325 -0.667 0.174 -0.741 -0.399
C 19.800903 20.328949 13.298948 0.749 -0.095 0.254 -0.059
N 19.906763 19.126560 11.183600 0.799 0.809 0.498 0.051
H 21.233417 15.042686 11.917723 0.676 -0.522 -0.718 0.078
H 19.692016 15.809651 12.189985 -0.247 0.220 -0.329 0.071
H 20.680863 15.355040 13.522952 0.149 -0.058 0.436 0.082
H 19.595965 17.682587 13.293316 -0.993 -0.698 0.184 0.083
H 21.041512 18.069256 14.275255 -0.289 -0.317 -0.992 0.145
H 21.617874 19.634923 12.233055 -0.368 -0.138 0.382 0.143
H 20.306167 20.617669 14.242385 -0.072 -0.042 -0.570 0.082
H 18.848193 19.901496 13.588139 -0.298 -0.069 -0.062 0.042
H 19.589637 21.211188 12.681851 0.194 -0.210 0.221 0.081
H 18.956005 18.814810 11.283072 -0.204 -0.225 0.052 0.035
H 20.450378 18.567511 10.548381 -0.152 -0.333 -0.060 0.062
C 14.852929 9.332093 14.121990 0.663 -0.422 -0.713 -0.131
O 13.520593 9.725978 13.980601 0.129 0.592 0.037 -0.184
C 13.187176 10.763348 14.896093 -1.161 -1.237 0.391 -0.191
C 11.641101 10.862483 14.945974 0.852 0.925 -0.421 -0.426
C 11.078093 11.232397 13.577976 -1.289 -0.074 0.761 -0.056
N 11.186809 11.848380 15.945375 0.538 -0.177 -0.326 0.046
H 15.614086 10.120247 14.045561 -0.383 0.530 -0.091 0.076
H 15.083832 8.653754 13.282205 -0.165 -0.050 0.601 0.096
H 15.032231 8.882249 15.096486 -0.036 -0.457 0.144 0.081
H 13.504807 10.432039 15.908148 0.239 0.534 -0.297 0.109
H 13.645118 11.696283 14.587167 0.204 0.384 0.137 0.101
H 11.300256 9.876523 15.223712 -0.273 -0.399 0.122 0.127
H 11.405551 12.237006 13.275289 0.251 -0.426 -0.194 0.057
H 9.980421 11.321849 13.727947 0.453 -0.068 -0.256 0.085
H 11.242688 10.430846 12.853918 0.263 0.452 -0.109 0.081
H 11.304903 12.795554 15.536271 0.227 -0.560 0.568 0.025
H 11.831297 11.759957 16.739933 -0.406 0.401 -0.222 0.040
C 17.108942 14.384868 14.295732 -0.240 -0.959 -0.741 -0.084
C 15.830949 14.317640 15.101109 -0.662 1.241 0.354 -0.279
O 15.201047 15.616599 15.291158 -0.099 -1.208 -0.861 -0.128
H 17.306638 13.373075 13.926215 -0.216 0.049 -0.563 0.073
H 18.001218 14.525699 14.865749 0.477 0.814 0.794 0.046
H 17.076919 15.107644 13.469818 -0.098 -0.272 0.149 0.063
H 16.052448 13.923052 16.081012 0.083 -0.379 0.476 0.080
H 15.065011 13.663262 14.673063 0.212 0.195 -0.219 0.090
H 15.791070 16.095662 15.879805 0.449 0.462 0.554 0.001

45
Properties=species:S:1:pos:R:3:forces:R:3:nbo_charge:R:1 method="wB97M-V/def2-TZVPD" homo_lumo_gap_ev=9.55 e_tot_ev=-117303.878 max_force_ev_per_a=1.36
C -0.900534 1.034571 0.117789 -1.319 0.330 -0.004 -0.605
C -2.270801 1.764719 0.065839 0.945 0.245 0.280 -0.434
C -2.225451 2.782862 -1.050405 -0.145 -0.493 -0.245 -0.061
O -3.425457 3.510030 -1.292931 -0.060 -0.273 0.251 -0.532
C -3.784993 4.375331 -0.275141 0.338 0.863 -0.229 0.219
O -5.206389 4.491719 -0.147215 -0.153 -1.095 -0.738 -0.704
S -6.070911 3.169811 0.272654 -0.375 1.289 -0.143 1.780
O -5.330660 2.525280 1.308654 0.656 -0.663 0.555 -0.934
O -5.948419 2.201092 -1.104407 -0.459 -0.106 0.878 -1.002
P -6.688948 0.704943 -1.099492 0.155 0.275 -1.158 1.290
O -5.442695 -0.239288 -0.654088 -0.037 -0.049 0.112 -0.992
Br -8.017612 0.634645 0.712323 0.389 0.036 -0.011 -0.256
H -0.385256 1.211931 -0.815985 0.509 -0.203 -0.097 0.201
H -1.105136 -0.016966 0.248800 0.342 -0.404 -0.019 0.211
H -0.341611 1.392990 0.967792 0.488 0.037 0.033 0.211
H -2.398302 2.256487 1.017848 -0.399 0.096 0.347 0.202
H -3.073345 1.063744 -0.067479 -0.501 -0.177 -0.128 0.216
H -1.358026 3.432549 -0.922936 -0.017 0.365 0.097 0.165
H -2.047843 2.226507 -1.963228 -0.021 0.057 -0.383 0.187
H -3.472583 5.379387 -0.551925 -0.148 0.322 0.042 0.166
H -3.326994 4.148535 0.680555 -0.109 -0.451 0.248 0.166
H -5.056391 -0.596015 -1.471433 -0.055 -0.030 0.314 0.505
C 5.496143 -0.165974 0.945119 -0.124 0.113 -0.143 -0.250
O 4.769576 -0.912749 -0.008310 -0.005 -0.158 0.287 -0.549
C 5.288489 -2.200841 -0.282325 0.025 0.089 -0.180 -0.088
C 4.251841 -3.300707 -0.157477 -0.112 -0.074 -0.229 -0.080
O 3.701443 -3.498159 1.131190 0.036 -0.114 0.083 -0.540
C 2.843902 -2.513502 1.682663 0.093 0.120 0.163 -0.080
C 1.529098 -2.289341 0.965022 -0.003 0.307 0.039 -0.092
O 1.699442 -1.681848 -0.305280 0.079 -0.443 -0.010 -0.548
C 0.978164 -2.302138 -1.346696 0.009 0.350 -0.160 -0.251
H 6.260266 0.446348 0.455849 0.084 -0.031 0.086 0.172
H 4.794644 0.495944 1.454653 0.005 0.046 -0.052 0.187
H 5.963551 -0.805828 1.698202 0.034 -0.031 -0.017 0.169
H 6.138574 -2.432105 0.367245 -0.026 0.067 0.085 0.170
H 5.651503 -2.201277 -1.318079 0.072 -0.157 0.021 0.177
H 4.765470 -4.236922 -0.392525 0.020 -0.009 0.063 0.186
H 3.468639 -3.189619 -0.909622 -0.018 0.210 0.045 0.175
H 3.372657 -1.570869 1.832571 -0.059 0.076 -0.196 0.179
H 2.597308 -2.888747 2.679115 -0.015 -0.061 -0.017 0.187
H 0.928583 -1.606391 1.579711 -0.045 -0.146 0.137 0.178
H 0.990674 -3.238746 0.883954 0.020 -0.018 -0.078 0.172
H 0.880041 -3.382222 -1.205099 -0.018 0.011 0.066 0.169
H 1.522154 -2.131107 -2.276663 0.001 0.039 -0.001 0.189
H -0.013807 -1.848063 -1.448804 -0.080 -0.157 0.009 0.168

23
Properties=species:S:1:pos:R:3:forces:R:3:nbo_charge:R:1 method="wB97M-V/def2-TZVPD" homo_lumo_gap_ev=9.57 e_tot_ev=-23684.441 max_force_ev_per_a=3.46
C 2.204451 -1.106605 -0.297275 -1.312 0.264 1.210 -1.111
Si 1.184438 -1.164181 1.361632 2.505 0.236 -0.521 1.652
C 1.365806 0.443717 2.391088 -0.156 -1.758 1.257 -1.139
O -0.363183 -1.536573 1.071900 -0.826 0.310 0.597 -1.120
H 2.641913 -2.088719 -0.338084 -0.022 -0.532 -0.625 0.237
H 1.512762 -0.860112 -1.104587 0.217 -0.434 -0.171 0.222
H 3.013794 -0.408505 -0.343249 0.491 0.603 0.257 0.230
H 1.833718 -2.335297 2.074052 -0.265 0.517 0.058 -0.249
H 0.409919 0.972789 2.418631 0.450 0.569 -0.292 0.243
H 1.479848 0.069135 3.435815 -0.337 0.018 -0.412 0.243
H 2.310767 0.995506 2.317380 -0.596 0.278 -0.764 0.250
H -0.617705 -2.079944 0.321019 -0.032 0.132 -0.418 0.539
C -0.437187 1.866493 -1.221245 2.401 1.021 -2.275 -1.216
Si -1.395700 0.250035 -1.387946 -1.281 -0.945 0.917 1.835
C -3.147611 0.624454 -0.813801 2.045 1.332 -0.862 -1.137
N -1.080963 -1.351702 -1.713949 0.481 2.561 -0.738 -1.368
H -0.072358 2.286857 -2.269214 -0.881 -1.003 1.713 0.264
H -0.782994 2.791563 -0.721096 -0.566 -0.956 -0.047 0.268
H 0.556527 1.655895 -0.774656 -0.423 -0.116 0.005 0.262
H -3.150179 1.549554 -0.280800 0.265 0.784 0.588 0.233
H -3.730404 0.864419 -1.673370 -0.859 -0.470 -0.713 0.249
H -3.510291 -0.086248 -0.159842 -1.147 -1.824 0.867 0.254
H -0.225370 -1.352531 -2.292402 -0.151 -0.588 0.369 0.358